(1)
12
Properties=species:S:1:pos:R:3 method="wB97M-V/def2-TZVPD" gap_ha=0.3185 lumo_ev=-0.263 total_charge=0
Br 1.46708 2.43675 3.20579
Br -1.55416 -2.28083 -3.15349
Br 1.81079 -1.17717 2.08760
Br 0.23122 -3.01057 -0.17179
S -0.41437 2.42971 0.59875
S -1.25597 0.88239 -2.08100
C 0.56643 1.51170 1.73800
C -0.81236 -0.82273 -2.01814
C -0.60930 1.07709 -0.48671
C 0.78579 0.21084 1.23285
C -0.16349 -1.21791 -0.92237
C -0.05166 -0.03926 -0.02949


(2)
15
Properties=species:S:1:pos:R:3 method="wB97M-V/def2-TZVPD" gap_ha=0.2864 de_lowest_ev=0.033 lumo_ev=2.660 total_charge=-1
C -1.76234 0.94861 0.07318
C -1.14549 0.90019 -1.19227
C -1.44076 0.08988 1.10408
C 0.07392 0.15492 -1.19016
C -0.26945 -0.63954 1.02982
C 0.48786 -0.62544 -0.14307
O 2.53581 -2.36031 0.81098
O 2.99888 -1.00566 -1.29207
F -2.95451 1.59868 0.21549
F -1.50887 1.69841 -2.25759
F -2.19087 0.19067 2.13842
F 0.76917 -0.05093 -2.34090
F 0.14942 -1.32297 2.10359
P 2.18132 -1.23106 -0.09399
Br 2.07590 1.65454 1.03448